No. 1
{"formula": "C4H12NOS", "method": "ωB97M-V/def2-TZVPD", "de_lowest_ev": 1.1625, "mol_weight_da": 122.2, "charge": -1, "largest_force_ev_per_a": 3.2, "elements": ["S", "O", "N", "C", "C", "C", "C", "H", "H", "H", "H", "H", "H", "H", "H", "H", "H", "H", "H"], "positions_angstrom": [[-1.062, 1.816, -1.338], [-4.147, 1.817, -2.325], [1.784, -0.006, 0.925], [1.067, 1.168, 0.290], [1.513, -1.261, -0.011], [-0.461, 1.013, 0.160], [0.975, -2.548, 0.867], [-4.602, 2.627, -2.082], [0.858, -0.945, -0.832], [2.513, -1.526, -0.441], [1.414, -2.434, 1.870], [-0.922, 1.414, 1.091], [1.270, -0.420, 1.720], [1.174, 2.099, 0.875], [1.511, 1.335, -0.685], [-0.763, -0.040, 0.292], [-3.315, 1.825, -1.807], [1.296, -3.504, 0.496], [-0.105, -2.430, 0.934]], "forces_ev_per_a": [[-0.3, 0.0, 0.0], [-0.4, 0.0, 0.0], [-1.4, -2.1, -1.2], [-0.4, -0.5, 1.2], [1.6, -0.2, 1.2], [-0.3, -0.2, 0.9], [0.7, 3.0, -0.6], [0.1, 0.0, 0.1], [-0.1, -0.4, 0.3], [-0.8, 0.1, 0.2], [-0.2, -0.1, -0.2], [0.2, 0.3, -0.5], [0.1, 1.5, 0.0], [0.6, -0.5, -0.1], [0.1, -0.1, -0.1], [0.2, 0.0, -0.7], [0.4, -0.1, -0.1], [-0.1, -0.3, -0.5], [-0.1, -0.4, 0.1]], "mulliken_charge": [-0.64, -0.63, -0.56, -0.70, -0.34, -0.41, -1.10, 0.27, 0.30, 0.31, 0.31, 0.31, 0.26, 0.32, 0.36, 0.07, 0.24, 0.36, 0.28]}


No. 2
{"formula": "C2H3N3O2", "method": "ωB97M-V/def2-TZVPD", "de_lowest_ev": 3.6461, "smiles": "NC1=NO1.N=C=O", "mol_weight_da": 101.1, "largest_force_ev_per_a": 0.9, "elements": ["O", "O", "N", "N", "N", "C", "C", "H", "H", "H"], "positions_angstrom": [[0.548, -1.316, 0.170], [2.828, 0.189, -0.647], [-0.397, -1.574, 1.572], [-1.618, -0.305, -0.165], [0.848, 1.495, -0.418], [-0.665, -0.974, 0.486], [1.872, 0.827, -0.459], [-2.579, -0.447, 0.090], [-1.400, 0.130, -1.049], [0.564, 1.976, 0.419]], "forces_ev_per_a": [[-0.1, -0.1, 0.0], [-0.7, 0.5, 0.1], [-0.3, 0.1, -0.2], [0.1, -0.1, 0.0], [0.5, -0.1, -0.2], [-0.1, -0.2, 0.2], [0.4, 0.0, -0.2], [0.0, 0.1, 0.1], [0.1, -0.2, 0.1], [0.0, 0.0, 0.1]], "mulliken_charge": [-0.42, -0.39, -0.45, -0.37, -0.58, 0.76, 0.70, 0.23, 0.26, 0.27]}


No. 3
{"formula": "C36H84O28P4S6", "method": "ωB97M-V/def2-TZVPD", "total_energy_ev": -198183.670, "multiplicity": 2, "mol_weight_da": 1281.3, "charge": 1, "largest_force_ev_per_a": 4.5, "elements": ["S", "S", "S", "S", "S", "S", "P", "P", "P", "P", "O", "O", "O", "O", "O", "O", "O", "O", "O", "O", "O", "O", "O", "O", "O", "O", "O", "O", "O", "O", "O", "O", "O", "O", "O", "O", "O", "O", "C", "C", "C", "C", "C", "C", "C", "C", "C", "C", "C", "C", "C", "C", "C", "C", "C", "C", "C", "C", "C", "C", "C", "C", "C", "C", "C", "C", "C", "C", "C", "C", "C", "C", "C", "C", "H", "H", "H", "H", "H", "H", "H", "H", "H", "H", "H", "H", "H", "H", "H", "H", "H", "H", "H", "H", "H", "H", "H", "H", "H", "H", "H", "H", "H", "H", "H", "H", "H", "H", "H", "H", "H", "H", "H", "H", "H", "H", "H", "H", "H", "H", "H", "H", "H", "H", "H", "H", "H", "H", "H", "H", "H", "H", "H", "H", "H", "H", "H", "H", "H", "H", "H", "H", "H", "H", "H", "H", "H", "H", "H", "H", "H", "H", "H", "H", "H", "H", "H", "H"], "positions_angstrom": [[6.721, -0.211, 1.030], [4.216, 3.071, -1.969], [1.413, -3.974, 3.401], [-2.870, 3.403, 0.471], [-5.067, -0.924, 2.493], [-3.289, -1.293, -7.021], [-1.183, 5.051, -4.502], [-2.458, -5.376, -1.755], [3.225, 1.197, 6.400], [-0.565, -0.410, 0.040], [-3.143, -5.308, -3.054], [-1.528, -1.202, -1.031], [4.571, 0.397, 6.947], [-1.703, -6.719, -1.399], [8.009, 0.151, 1.615], [-0.889, -0.572, 1.503], [2.022, 0.241, 6.962], [5.341, 3.452, -2.796], [-3.464, -0.409, -8.160], [-1.298, -4.200, -1.567], [-3.793, 4.543, 0.791], [1.274, -3.932, 4.863], [-3.282, 2.491, -0.559], [0.948, -0.988, -0.414], [-5.597, -2.307, 2.268], [3.164, 2.624, 6.761], [-0.448, 4.723, -3.246], [3.639, 1.716, -1.921], [-3.486, -5.162, -0.456], [-1.812, 6.562, -4.573], [2.617, -3.382, 2.829], [-2.482, 4.080, -4.765], [-0.328, 4.874, -5.955], [5.534, 0.639, 1.225], [3.208, 0.931, 4.780], [-0.572, 1.103, -0.496], [-4.629, -0.036, 1.430], [-4.234, -2.349, -6.771], [5.620, -1.733, -0.960], [5.684, -2.692, 0.341], [-2.495, 7.048, -5.730], [-1.605, -2.110, -6.919], [0.992, -5.627, 2.682], [5.053, 0.784, 8.194], [-2.893, -0.801, -1.071], [-4.386, -4.069, -0.391], [1.980, -1.106, 6.534], [-0.253, -4.070, -2.527], [-1.979, -1.041, -4.655], [-4.060, 0.014, 5.016], [-1.118, 4.075, 0.264], [-2.942, -0.280, -5.450], [2.035, -0.382, 0.195], [-6.161, -0.005, 3.694], [6.787, -0.738, -0.727], [-0.146, -3.217, 2.618], [4.544, 3.551, -0.218], [2.370, 4.799, -0.853], [3.128, 4.003, 0.315], [2.118, 1.418, 4.003], [-3.427, 3.928, -3.671], [-1.360, 3.346, 2.675], [-0.224, 1.460, -1.847], [-3.697, -0.947, 3.838], [0.754, 3.960, -5.988], [6.114, -1.845, 1.611], [-1.122, -4.389, 2.597], [-5.582, -0.098, 5.097], [-2.523, 2.472, 2.095], [-0.447, -5.706, 2.100], [-0.420, 3.567, 1.535], [2.834, 4.318, -2.256], [-0.844, -7.365, -2.424], [-0.880, -1.598, -5.629], [-1.579, -0.532, -3.778], [-3.353, -0.079, -0.396], [5.161, 1.860, 8.337], [-6.423, 0.955, 3.251], [-3.550, 7.270, -5.568], [-3.599, 2.895, -3.368], [1.682, 0.493, 3.626], [6.452, -3.413, 0.062], [0.121, 2.665, 1.249], [-4.628, -3.683, -1.382], [0.335, 4.269, 1.889], [-2.421, 6.365, -6.575], [1.292, -6.456, 3.323], [-0.413, -2.334, 3.199], [0.755, 3.256, -5.157], [6.897, 0.104, -1.411], [6.043, 0.338, 8.283], [2.767, -0.088, -0.558], [1.320, -1.200, 5.672], [-1.709, -3.189, -7.030], [0.425, 2.330, -1.954], [2.129, 4.085, -3.054], [-2.562, 0.700, -5.738], [-5.880, -1.004, 5.626], [-0.580, -4.206, -3.558], [5.380, -1.713, 2.407], [0.143, -3.056, -2.573], [-1.140, -1.790, -7.852], [-1.657, 4.364, 2.927], [4.368, 0.330, 8.910], [-0.952, -8.446, -2.517], [-3.039, 4.382, -2.759], [-1.633, -4.483, 3.555], [-2.659, -0.970, 3.505], [0.196, 0.594, -2.359], [-3.513, -1.677, -0.882], [-1.921, 7.955, -5.919], [-0.303, -2.380, -5.135], [-2.108, 1.478, 1.930], [-4.448, 4.262, -3.853], [2.914, -1.606, 6.275], [5.074, 2.767, 0.322], [3.307, 5.176, -2.735], [0.796, 3.462, -6.957], [-2.447, -1.941, -4.256], [-7.096, -0.556, 3.596], [1.538, -1.800, 7.249], [-3.188, -0.342, -2.015], [1.285, 4.812, -0.750], [6.993, -2.314, 2.054], [-6.063, 0.618, 5.763], [-1.107, 1.664, -2.453], [1.638, 4.545, -5.735], [5.171, 4.443, -0.228], [-0.934, 2.804, 3.519], [4.747, -3.204, 0.561], [-1.171, 5.164, 0.232], [-5.264, -4.632, -0.074], [4.695, -1.176, -1.110], [-4.125, -3.351, 0.386], [-1.003, -6.923, -3.408], [7.716, -1.293, -0.861], [-0.772, 3.762, -0.721], [-3.724, 1.033, 4.826], [-0.212, -0.776, -5.885], [-3.566, -0.246, 5.952], [0.601, -4.704, -2.291], [0.190, -7.193, -2.126], [1.867, 0.571, 0.698], [3.195, 4.699, 1.151], [-1.015, -6.597, 2.368], [-3.490, 2.417, 2.595], [-0.366, -5.564, 1.023], [2.545, 3.175, 0.720], [-3.927, -0.207, -4.990], [2.531, -1.060, 0.890], [0.001, -2.989, 1.563], [2.614, 5.861, -0.816], [-3.832, -1.947, 4.251], [5.663, -2.394, -1.826], [1.679, -5.568, 1.838], [1.390, 1.968, 4.600], [-1.868, -4.229, 1.819], [2.390, 2.001, 3.124]], "forces_ev_per_a": [[-1.6, -0.8, 0.7], [-1.2, 0.5, 1.0], [-1.6, 1.0, 0.3], [-0.8, 2.2, 2.0], [0.0, -2.5, -0.3], [1.7, 0.2, 0.9], [-0.6, 0.0, -1.5], [-0.4, 1.5, 0.6], [0.9, -0.8, -0.4], [1.4, -0.9, -1.0], [0.5, 0.0, 0.5], [1.4, 1.3, 1.7], [-2.2, 1.1, -3.3], [0.0, -0.7, -0.4], [-1.4, -0.3, -1.0], [0.1, 0.8, -2.3], [1.0, 1.2, 0.0], [-0.4, -0.8, 0.1], [0.3, -0.7, 0.9], [-1.3, -0.9, 0.3], [2.1, -2.4, -0.5], [-0.1, -0.3, -1.6], [0.1, -0.4, -0.5], [-4.5, 0.2, 0.0], [1.4, 3.6, 0.6], [-0.5, -1.2, 0.1], [-0.6, 0.6, -1.4], [0.8, 1.3, -0.5], [3.5, -0.7, -1.6], [1.1, -2.6, 0.9], [-0.8, -0.9, 0.2], [0.6, 0.5, 0.4], [-2.5, 0.6, 2.7], [1.4, 0.0, -0.6], [1.1, 0.3, 1.9], [0.0, -0.2, 0.9], [-0.5, -0.5, 0.7], [-0.3, 0.4, 0.2], [-0.2, 0.1, 1.7], [-0.2, 1.9, -0.3], [0.6, 0.4, -0.7], [0.0, 0.8, -0.5], [0.9, -0.3, -0.7], [0.5, -0.3, 1.3], [-1.9, -0.3, -0.3], [-1.2, -1.4, -0.2], [-0.6, -1.5, -0.8], [0.4, 0.4, -0.6], [1.1, -2.2, 0.1], [-0.6, 0.6, -1.5], [-1.4, -0.1, 0.5], [-1.7, 0.3, -1.3], [2.4, 0.9, 0.6], [-2.2, -0.1, 0.4], [0.4, -0.6, -0.5], [0.9, -1.4, 0.2], [-1.4, 1.0, -0.3], [0.3, -0.7, 0.0], [0.1, 0.4, -0.9], [-0.6, -1.0, 0.0], [0.1, -0.3, 0.9], [-1.8, -0.5, -0.2], [-0.4, -0.9, -1.2], [1.3, -0.8, 2.5], [1.0, 0.2, 1.0], [1.2, -0.7, -0.9], [-1.0, -0.1, -0.1], [0.3, 0.0, 0.5], [0.6, 1.5, -0.9], [1.1, 2.0, 1.1], [1.9, -0.4, -1.1], [1.1, 0.4, 0.3], [0.3, 0.7, 0.1], [-0.9, 0.5, -0.3], [0.2, 0.3, -0.3], [1.4, 0.4, 0.7], [-0.3, 0.0, -0.2], [0.9, 0.3, 0.0], [0.2, -0.1, 0.5], [0.7, -0.4, -0.5], [-0.6, 0.2, -0.2], [0.0, -0.1, 0.5], [0.0, -0.2, 0.2], [0.3, 0.4, 0.1], [0.1, 0.2, -0.3], [0.1, 0.0, 0.0], [0.0, 0.3, 0.2], [0.0, -0.2, -0.1], [-0.6, -0.4, -0.2], [-0.5, 0.2, 0.2], [-0.1, 0.0, 0.1], [-0.1, -0.3, -0.2], [0.1, 0.2, -0.3], [-0.4, 0.1, 0.5], [0.1, -0.2, 0.7], [-0.4, -1.0, 0.7], [-0.2, 0.0, -0.3], [0.2, -0.5, -0.6], [-0.3, -0.6, 0.1], [-0.2, 0.2, -0.4], [-0.3, 0.2, 0.8], [0.3, 0.2, 0.2], [-0.6, -0.3, 0.7], [0.3, 0.3, 0.6], [-0.7, 0.2, 0.5], [-0.1, 0.3, -0.1], [0.1, -0.3, 0.1], [-0.2, 0.7, -1.0], [0.6, 0.1, 0.2], [0.3, -0.2, -0.5], [-0.5, 0.1, -0.6], [0.0, 0.0, -0.2], [-0.2, 0.0, -0.5], [0.4, 0.7, -0.7], [0.4, 0.7, 0.0], [-0.4, -0.3, -0.1], [0.6, -0.1, 0.1], [0.0, 0.2, 0.2], [-0.4, -0.1, 0.2], [0.0, -0.3, 0.0], [-0.1, 0.6, 0.7], [0.5, -0.4, -0.4], [0.0, -0.5, 0.1], [0.0, 0.0, 0.1], [0.1, 0.7, -0.4], [-0.5, 0.3, 0.5], [0.4, 0.0, -0.8], [0.1, -0.1, -0.3], [0.3, 0.4, 0.0], [0.0, 0.0, -0.2], [-0.4, 0.0, 0.1], [-0.5, 0.7, 0.2], [-0.1, 0.0, 0.5], [0.3, 0.1, -0.3], [-0.2, 0.0, 0.1], [0.3, 0.0, 0.4], [0.2, -0.3, 0.3], [-0.2, 0.1, -0.3], [0.1, -0.1, -0.1], [0.2, -0.6, -0.2], [-0.2, -0.3, 0.0], [-0.1, 0.1, 0.1], [-0.6, 0.0, 0.3], [0.4, 0.0, 0.0], [0.2, 0.1, -0.1], [0.1, 0.3, 0.2], [-0.1, -0.5, 0.0], [0.0, -0.3, -0.5], [0.0, 0.3, 0.0], [-0.2, -0.1, 0.1], [0.7, 0.4, 0.2], [0.3, -0.1, 0.3], [-0.6, -0.4, -0.5], [0.7, 0.3, -0.1], [0.2, -0.5, 0.0], [0.0, 0.1, 0.0], [-0.4, 0.5, 0.3], [0.7, 0.2, 0.3]], "lowdin_spin": [0.00, 0.00, 0.00, 0.00, 0.09, 0.00, 0.00, 0.00, 0.00, 0.00, 0.00, 0.00, 0.00, 0.00, 0.00, 0.00, 0.00, 0.00, 0.00, 0.00, 0.00, 0.00, 0.00, 0.00, 0.18, 0.00, 0.00, 0.00, 0.00, 0.00, 0.00, 0.00, 0.00, 0.00, 0.00, 0.00, 0.29, 0.00, 0.00, 0.00, 0.00, 0.00, 0.00, 0.00, 0.00, 0.00, 0.00, 0.00, 0.00, 0.02, 0.00, 0.00, 0.00, 0.14, 0.00, 0.00, 0.00, 0.00, 0.00, 0.00, 0.00, 0.00, 0.00, 0.18, 0.00, 0.00, 0.00, 0.02, 0.00, 0.00, 0.00, 0.00, 0.00, 0.00, 0.00, 0.00, 0.00, 0.00, 0.00, 0.00, 0.00, 0.00, 0.00, 0.00, 0.00, 0.00, 0.00, 0.00, 0.00, 0.00, 0.00, 0.00, 0.00, 0.00, 0.00, 0.00, 0.00, 0.00, 0.00, 0.00, 0.00, 0.00, 0.00, 0.00, 0.00, 0.00, 0.00, 0.00, 0.00, 0.00, 0.00, 0.00, 0.00, 0.00, 0.00, 0.00, 0.00, 0.00, 0.00, 0.00, 0.00, 0.00, 0.00, 0.00, 0.01, 0.00, 0.00, 0.00, 0.00, 0.00, 0.00, 0.00, 0.00, 0.00, 0.00, 0.00, 0.00, 0.00, 0.00, 0.01, 0.00, 0.00, 0.00, 0.00, 0.00, 0.00, 0.00, 0.00, 0.00, 0.00, 0.00, 0.00, 0.01, 0.00, 0.00, 0.00, 0.00, 0.00]}


No. 4
{"formula": "C5H11N2", "method": "ωB97M-V/def2-TZVPD", "de_lowest_ev": 5.3821, "mol_weight_da": 99.2, "charge": 1, "largest_force_ev_per_a": 5.8, "elements": ["N", "N", "C", "C", "C", "C", "C", "H", "H", "H", "H", "H", "H", "H", "H", "H", "H", "H"], "positions_angstrom": [[1.641, -0.169, 0.235], [1.350, 1.003, 0.004], [-2.587, -0.306, 0.063], [-1.410, 2.085, -0.070], [-1.506, -1.286, -0.277], [-2.008, 1.053, 0.061], [2.946, -0.618, 0.201], [3.793, 0.205, 0.098], [-1.062, 3.024, -0.043], [-3.285, -0.326, -0.761], [0.290, 1.501, -0.200], [-0.572, -1.216, 0.366], [-1.031, -1.277, -1.196], [3.046, -1.394, -0.482], [2.198, 1.632, -0.136], [3.330, -1.064, 1.173], [-3.224, -0.508, 0.920], [-1.908, -2.342, 0.044]], "forces_ev_per_a": [[-3.0, 0.5, -0.2], [1.3, 1.4, -0.8], [0.0, 1.5, -1.0], [-0.5, -2.0, 0.1], [0.7, -3.4, 4.5], [-0.4, -1.1, 0.0], [4.5, 2.5, 2.7], [-1.8, -1.2, -0.5], [0.9, 3.0, 0.0], [-0.4, 0.1, -0.4], [1.3, -2.0, 1.1], [-1.4, 0.2, -0.1], [-0.1, 0.1, -2.4], [0.0, -1.3, -1.5], [-1.1, -0.3, 0.0], [-1.3, 0.2, -0.7], [0.6, -0.1, 0.4], [0.8, 1.7, -1.2]], "mulliken_charge": [0.11, -0.06, -0.17, -0.39, -1.12, -0.28, -0.74, 0.31, 0.63, 0.25, 0.21, 0.27, 0.44, 0.31, 0.31, 0.30, 0.33, 0.29]}


No. 5
{"formula": "C2H7S", "method": "ωB97M-V/def2-TZVPD", "de_lowest_ev": 0.8123, "mol_weight_da": 63.1, "charge": -1, "largest_force_ev_per_a": 2.8, "elements": ["S", "C", "C", "H", "H", "H", "H", "H", "H", "H"], "positions_angstrom": [[1.081, 1.437, -0.320], [-1.784, -2.277, -0.879], [1.788, 2.370, 0.949], [2.832, 2.359, 0.729], [-2.831, -2.011, -0.897], [-1.055, -1.496, -0.423], [1.600, 1.944, 1.978], [-1.649, -3.108, -0.189], [1.450, 3.419, 0.930], [-1.434, -2.638, -1.877]], "forces_ev_per_a": [[-1.5, -1.5, -1.9], [2.1, 0.2, 0.5], [0.0, 0.8, 1.8], [1.1, 0.3, 0.5], [-0.1, 0.4, 0.0], [-1.5, -0.8, -1.2], [0.3, 0.5, -0.8], [-0.3, -0.3, 0.0], [0.1, -0.1, 0.3], [-0.3, 0.6, 0.7]], "mulliken_charge": [-0.77, -0.81, -0.69, 0.15, 0.21, 0.18, 0.15, 0.22, 0.16, 0.19]}


No. 6
{"formula": "C9H15B3Cl6O3", "method": "ωB97M-V/def2-TZVPD", "total_energy_ev": -92884.006, "smiles": "C=CB1OBOB(/C(Cl)=C(/C)Cl)O1.ClCCCl.ClCCCl", "mol_weight_da": 416.4, "largest_force_ev_per_a": 5.1, "elements": ["Cl", "Cl", "Cl", "Cl", "Cl", "Cl", "O", "O", "O", "C", "C", "C", "C", "C", "C", "C", "C", "C", "B", "B", "B", "H", "H", "H", "H", "H", "H", "H", "H", "H", "H", "H", "H", "H", "H", "H"], "positions_angstrom": [[-1.048, 0.835, -2.602], [-3.994, 5.800, -0.827], [3.851, -5.369, 1.782], [-6.880, 4.042, -0.307], [-3.205, 1.017, 0.045], [2.026, -1.060, 2.448], [1.869, -4.239, -0.558], [0.050, -2.733, 0.295], [1.090, -2.350, -2.102], [3.483, -3.647, 2.364], [4.402, -3.013, 3.594], [3.621, -3.480, -2.433], [-5.584, 4.349, 0.875], [4.563, -2.305, -2.574], [-2.065, 2.273, -0.498], [-4.939, 5.712, 0.680], [2.384, -2.786, 1.769], [-1.898, 2.283, -2.009], [2.140, -3.302, -1.707], [0.167, -2.018, -1.002], [1.440, -3.271, 0.514], [5.523, -2.350, -3.242], [5.046, -3.832, 4.138], [3.917, -4.574, -2.793], [4.218, -1.330, -1.980], [-4.850, 3.541, 0.792], [-1.299, 3.148, -2.311], [-0.544, -1.063, -1.135], [-1.110, 2.108, 0.012], [-2.468, 3.233, -0.162], [-2.864, 2.344, -2.521], [5.168, -2.280, 3.053], [-5.686, 6.512, 0.660], [-4.245, 5.916, 1.501], [3.765, -2.405, 4.371], [-6.040, 4.292, 1.868]], "forces_ev_per_a": [[-0.1, 0.3, -0.2], [0.0, 0.0, -0.1], [-0.7, 2.9, 0.9], [0.1, 0.0, 0.0], [0.0, 0.0, 0.0], [0.7, -2.7, -0.8], [0.1, 4.8, 0.5], [4.5, 0.7, -2.3], [1.0, -1.4, 3.7], [-2.5, 3.6, -0.2], [0.5, -0.4, -1.0], [2.5, 3.1, -0.6], [0.2, 0.1, 0.2], [-3.6, -3.3, 0.6], [0.2, 0.3, -0.1], [-0.2, 0.0, 0.3], [2.7, -3.0, 1.1], [-0.2, 0.3, 0.1], [-0.3, -1.0, 0.3], [0.0, -1.1, 0.5], [-1.8, -1.2, -1.1], [-1.9, 0.1, 1.8], [-1.5, 1.5, -1.2], [-0.5, 2.7, 0.6], [1.0, -2.1, -1.8], [-0.2, 0.2, -0.1], [-0.1, -0.1, 0.1], [0.3, -0.7, 0.0], [-0.2, -0.1, -0.2], [0.0, -0.1, -0.2], [0.2, -0.1, 0.2], [-1.7, -1.5, 1.2], [0.1, -0.2, -0.1], [-0.1, -0.1, -0.1], [1.1, -1.3, -1.8], [0.1, 0.1, -0.2]], "mulliken_charge": [-0.15, -0.18, -0.15, -0.18, -0.20, -0.19, -0.35, -0.35, -0.57, 0.26, -0.91, -0.11, -0.13, -0.56, -0.30, -0.51, 0.08, -0.46, 0.47, 0.63, 0.49, 0.23, 0.31, 0.22, 0.15, 0.06, 0.30, -0.23, 0.34, 0.14, 0.32, 0.27, 0.38, 0.28, 0.29, 0.31]}